This record from OMol25 describes 6 unconnected molecules or ions with the total composition H11O5S. The level of theory is the ωB97M-V functional and the def2-TZVPD basis.

The calculation puts the HOMO-LUMO gap at 8.35 eV. The calculation puts the highest occupied orbital energy at -4.59 eV. Its net charge is -1. For the energy above the lowest of the compared OMol25 structures with the same formula, charge and spin, the calculation gives 0.000 eV.

Geometry as XYZ:
```
17
H11O5S the ωB97M-V functional and the def2-TZVPD basis
S -0.186 -1.905 -0.750
H 0.563 -1.861 -1.832
H 0.153 -0.815 1.385
H -1.096 -0.078 1.823
O -0.152 -0.179 2.053
H 0.665 1.424 1.075
H 1.645 1.333 -0.094
O 1.015 1.933 0.329
H 1.712 -0.983 -0.515
H 2.865 -0.773 0.493
O 2.558 -0.452 -0.367
H -0.501 1.600 -0.981
H -0.877 0.286 -1.634
O -1.186 1.206 -1.548
H -2.125 -0.968 0.217
H -2.366 0.448 -0.151
O -2.687 -0.216 0.496
```

---

This record from OMol25 describes a single C3H4F3N3 molecule in a non-equilibrium geometry. The level of theory is the ωB97M-V functional and the def2-TZVPD basis.

The calculation puts the HOMO-LUMO gap (alpha / beta) at 8.49 / 9.13 eV. The calculation puts the highest occupied orbital energy (alpha / beta) at -7.81 / -10.77 eV. Its net charge is 0. The multiplicity is 3.

Geometry as XYZ:
```
13
C3H4F3N3 the ωB97M-V functional and the def2-TZVPD basis
C -1.261 -0.870 0.135
C 0.101 -1.062 -0.248
C 0.952 -0.077 -0.900
N 0.357 1.812 0.362
N -1.769 0.310 -0.111
N 1.175 1.020 -0.007
F 0.704 -2.136 0.385
F -3.148 0.284 0.121
F 2.276 0.592 1.045
H -1.948 -1.664 0.578
H 1.897 -0.564 -1.048
H 0.444 0.369 -1.647
H 0.220 1.984 1.335
```

---

This record from OMol25 describes a molecular structure, C36H27CrF6N4O5 in a non-equilibrium geometry. The level of theory is the ωB97M-V functional and the def2-TZVPD basis.

The calculation puts the HOMO-LUMO gap (alpha / beta) at 6.79 / 6.77 eV. The calculation puts the highest occupied orbital energy (alpha / beta) at -7.88 / -8.07 eV. Its net charge is 0. For the energy above the lowest of the compared OMol25 structures with the same formula, charge and spin, the calculation gives 0.717 eV. The multiplicity is 4.

Geometry as XYZ:
```
79
C36H27CrF6N4O5 the ωB97M-V functional and the def2-TZVPD basis
Cr -0.046 0.612 -0.774
C 3.175 -0.359 -1.029
O 2.169 0.652 -1.092
C 2.596 1.941 -1.325
C 3.922 2.338 -1.291
C 4.249 3.667 -1.512
C 3.258 4.594 -1.787
C 1.935 4.198 -1.829
C 1.584 2.871 -1.581
N 0.250 2.416 -1.513
N -0.630 3.335 -1.599
C -1.941 3.144 -1.480
C -2.557 1.855 -1.359
O -1.884 0.790 -1.198
C -3.981 1.778 -1.441
C -4.743 2.893 -1.512
C -4.173 4.205 -1.501
C -4.983 5.353 -1.480
C -4.421 6.604 -1.425
C -3.029 6.737 -1.403
C -2.218 5.627 -1.445
C -2.770 4.337 -1.492
H 3.696 -0.321 -0.072
H 3.876 -0.240 -1.855
H 2.677 -1.318 -1.119
H 4.710 1.633 -1.070
H 5.285 3.974 -1.455
H 3.511 5.633 -1.952
H 1.144 4.899 -2.045
H -4.423 0.791 -1.403
H -5.822 2.808 -1.554
H -6.060 5.237 -1.507
H -5.051 7.484 -1.411
H -2.586 7.723 -1.350
H -1.143 5.733 -1.417
C -1.760 2.741 2.289
C -0.798 1.554 2.110
O -0.193 1.612 0.877
C -1.603 0.252 2.458
F -2.187 -0.282 1.374
F -2.613 0.518 3.319
F -0.868 -0.711 3.027
C 0.330 1.689 3.170
F 1.349 0.863 2.936
F -0.119 1.463 4.425
F 0.824 2.946 3.157
H -2.648 2.584 1.678
H -1.244 3.636 1.948
H -2.050 2.850 3.332
O -0.134 -1.091 -2.121
C 0.103 -1.834 -1.140
N 0.148 -3.178 -1.102
C 0.743 -3.623 0.154
C 0.989 -2.227 0.842
O 1.591 -2.051 1.873
N 0.455 -1.270 0.029
C 2.043 -4.394 -0.098
C 2.171 -5.185 -1.237
C 3.348 -5.870 -1.496
C 4.414 -5.785 -0.615
C 4.285 -5.025 0.537
C 3.108 -4.336 0.797
C -0.218 -4.457 1.004
C -1.260 -5.155 0.405
C -2.114 -5.936 1.168
C -1.945 -6.022 2.540
C -0.912 -5.321 3.145
C -0.050 -4.547 2.383
H -0.013 -3.753 -1.907
H 1.351 -5.282 -1.938
H 3.428 -6.469 -2.394
H 5.339 -6.305 -0.828
H 5.105 -4.958 1.240
H 3.027 -3.731 1.687
H -1.419 -5.085 -0.664
H -2.920 -6.475 0.687
H -2.619 -6.622 3.137
H -0.778 -5.365 4.218
H 0.738 -3.989 2.867
```

---

no.,DFT total energy (Eh)
1,-781.08748
2,-580.27842
3,-3627.09153